Record 1
DFT (ωB97M-V/def2-TZVPD) results for an isolated ion of composition C5H8N and charge +1 in a non-equilibrium geometry.

As for the total charge: +1. As for the expectation value of S²: 2.01. The spin multiplicity is 3.

```
14
Properties=species:S:1:pos:R:3:forces:R:3
C -0.7182 -0.8045 -0.0152 1.5277 -0.2047 0.2054
C 0.6300 -0.2057 -0.0041 -4.0190 1.1985 0.0968
C -2.7358 0.8999 -0.0049 -2.3109 4.4099 -0.0446
C -2.3198 -0.3413 0.0215 5.1442 -4.2721 -0.0441
C 3.1098 0.3642 0.0100 1.1284 0.5770 0.2693
N 1.7956 -0.0434 -0.0038 -0.3737 -1.2274 -0.3043
H -0.6680 -1.4843 0.8477 -0.5275 -0.4731 -0.0310
H -0.6944 -1.4162 -0.9287 -0.5740 -0.4969 -0.0987
H -3.7893 1.1234 0.0182 -0.3208 0.2110 0.0583
H -2.0681 1.7427 -0.0470 0.5058 0.1891 -0.0638
H -2.9186 -1.2300 0.0621 -0.5492 -0.1620 -0.0148
H 3.2070 1.3039 0.5598 0.1965 0.1062 -0.0557
H 3.7085 -0.4067 0.5002 0.1827 0.1482 -0.0931
H 3.4612 0.4980 -1.0157 -0.0103 -0.0036 0.1203
```
Positions in Å, forces in eV/Å.

Record 2
DFT (ωB97M-V/def2-TZVPD) results for one molecule with the formula C5H8N2 in a non-equilibrium geometry.

The SMILES is C=CCN=C=CN.

```
15
Properties=species:S:1:pos:R:3:forces:R:3
N -0.6243 -0.7956 -2.5612 -0.0002 0.1912 -0.7559
C -0.7496 -1.1913 -1.2262 -0.4764 -0.7202 -0.1257
C 0.2190 -1.3754 -0.3823 0.5763 0.4100 0.8770
N 1.0473 -1.3180 0.5156 0.2220 0.2260 0.3218
C 0.2583 1.0548 0.7184 0.2240 0.9444 0.5404
C 1.0858 -0.0188 1.2818 0.3552 -1.5347 -0.4980
C -0.5585 1.7396 1.4946 -0.6095 0.2920 0.0854
H -0.8763 -1.5725 -3.1565 -0.0625 0.0813 -0.2969
H 0.3216 -0.5289 -2.7887 0.0983 0.0734 -0.0354
H -1.7240 -1.5108 -0.9144 -0.4289 -0.0140 0.1162
H 0.5207 1.4358 -0.2583 -0.0483 -0.0590 -0.2088
H 0.8105 -0.2926 2.2984 -0.0857 0.1876 0.0788
H 2.1255 0.2988 1.2970 0.1858 -0.0415 0.0455
H -1.0061 2.6744 1.2032 -0.1882 0.0938 -0.3242
H -0.8497 1.4006 2.4786 0.2381 -0.1303 0.1798
```
Positions in Å, forces in eV/Å.

Record 3
DFT (ωB97M-V/def2-TZVPD) results for one molecule with the formula C5H8N2 in a non-equilibrium geometry.

The SMILES is C[C@H]1CN1CC#N.

```
15
Properties=species:S:1:pos:R:3:forces:R:3
C 1.1507 1.6657 0.1071 0.0946 -0.0769 0.0608
C 0.4755 0.3700 -0.2730 -0.2871 0.2479 -0.2788
C 0.9840 -0.9980 -0.5146 -0.0110 -0.1121 -0.0762
N 0.1656 -0.7003 0.6743 -0.4581 -0.0436 0.0851
C -1.2717 -1.1580 0.7512 0.4673 0.0549 -0.0410
C -2.0958 -0.2878 -0.0953 -0.1923 0.7462 -0.7015
N -2.4030 0.5470 -0.8363 -0.5602 -0.9069 0.6876
H 2.1422 1.5833 0.5562 -0.1060 -0.1764 0.0078
H 0.4941 2.2125 0.7946 0.1563 -0.0939 -0.0624
H 1.2266 2.2728 -0.8041 0.1146 -0.1010 0.2026
H -0.3680 0.6041 -0.9213 0.5094 -0.0427 -0.0052
H 0.5195 -1.5449 -1.3375 0.0184 0.0919 0.1516
H 2.0227 -1.2828 -0.3324 -0.3233 0.1013 0.1846
H -1.4206 -2.2030 0.4412 0.3333 0.2654 0.0548
H -1.6218 -1.0805 1.7899 0.2442 0.0460 -0.2699
```
Positions in Å, forces in eV/Å.

Record 4
DFT (ωB97M-V/def2-TZVPD) results for one molecule with the formula C5H8N2 in a non-equilibrium geometry.

```
15
Properties=species:S:1:pos:R:3:forces:R:3
C 0.2527 -0.8741 -1.8261 0.0214 0.0695 0.0769
C 0.4053 0.2373 -0.8203 -0.1260 0.0144 -0.2309
C -0.6602 1.2345 -0.6033 0.3704 0.5562 -0.2911
C -1.5102 -0.4708 0.5252 -0.9355 -1.5305 0.9318
N -2.4664 -1.0799 0.7706 0.5563 0.5365 -0.3507
N -0.2932 0.1010 0.5039 0.1873 0.5171 -0.1444
C 0.4045 0.3725 1.7709 -0.0560 -0.0801 0.0743
H -0.7998 -1.0985 -1.9901 -0.0210 -0.0071 0.0383
H 0.6718 -0.5317 -2.7770 -0.0357 -0.0050 0.1121
H 0.7848 -1.7769 -1.5231 0.0019 -0.0072 -0.0087
H 1.4427 0.4803 -0.5975 0.0739 0.0105 0.0289
H -0.2676 2.1587 -0.1643 0.1067 -0.0311 -0.0285
H 1.2319 1.0563 1.5666 -0.1891 -0.1234 -0.0268
H 0.7828 -0.5619 2.1972 -0.0631 0.1601 -0.0689
H -0.2971 0.8419 2.4649 0.1083 -0.0798 -0.1123
```
Positions in Å, forces in eV/Å.

Record 5
DFT (ωB97M-V/def2-TZVPD) results for one molecule with the formula C5H8N2 in a non-equilibrium geometry.

The SMILES is Cn1cccc1N.

```
15
Properties=species:S:1:pos:R:3:forces:R:3
C -1.2524 -1.1572 0.5292 -0.0097 -0.1734 0.0120
N -0.2024 -0.4836 -0.2395 0.7825 -0.2403 0.6307
C 1.0848 -1.0023 -0.2078 0.2457 -0.1113 0.6182
C 1.9489 0.0120 0.0212 0.3459 -0.1020 0.0752
C 1.2126 1.2607 0.1091 -0.0017 -0.1074 -0.1338
C -0.0852 0.9138 -0.0673 0.4286 -0.8330 0.0392
N -1.3146 1.3910 -0.4826 0.0517 -0.3931 -0.1455
H -2.2208 -0.6781 0.3603 0.2692 -0.1311 -0.0015
H -1.3060 -2.2015 0.2173 -0.0041 0.0677 0.0694
H -1.0137 -1.0968 1.5976 -0.0983 -0.1443 -0.0735
H 1.2231 -2.0722 -0.2616 0.1562 0.1144 0.0089
H 3.0165 -0.0961 0.1070 0.0942 0.0585 -0.0852
H 1.6398 2.2565 0.1111 -0.1607 -0.1990 0.0731
H -1.4292 2.3914 -0.6309 0.0405 -0.7637 -0.6811
H -1.3014 0.5626 -1.1630 -2.1400 2.9581 -0.4061
```
Positions in Å, forces in eV/Å.

Record 6
DFT (ωB97M-V/def2-TZVPD) results for a 2-piece molecular cluster, C5H8N2 overall in a non-equilibrium geometry.

The SMILES is CC1=C(C)N1.C#N.

```
15
Properties=species:S:1:pos:R:3:forces:R:3
C 1.1155 -0.4020 -0.0830 -0.1231 0.6238 1.1410
C -2.6652 0.4268 -1.3056 -0.0807 0.5749 0.9206
C 0.6374 0.1822 0.9506 1.1351 -1.0452 -2.2264
C 1.0871 -1.0772 -1.3646 -2.1307 -0.4894 -2.5225
C -0.4693 0.6712 1.6606 0.1797 1.3417 5.3460
N 2.0704 -0.1626 1.1062 0.9124 0.3515 -0.2746
N -2.4858 1.2608 -0.5365 -0.2341 -0.2326 -0.8608
H -2.9124 -0.4025 -1.9101 0.0279 -0.2916 -0.4482
H 2.6823 0.6727 0.8932 -0.8963 -0.7560 0.2151
H 2.0894 -1.1669 -1.7656 0.1716 -0.3778 0.0086
H 0.5315 -0.3733 -2.2079 1.0498 -1.8924 2.1907
H 0.5565 -2.1614 -1.3253 1.2396 2.5462 -0.1538
H -0.1665 1.5839 2.3039 -0.3145 -1.0801 -1.0899
H -0.7999 -0.0286 2.5077 0.2996 0.5372 -1.3182
H -1.2710 0.9768 1.0764 -1.2363 0.1897 -0.9277
```
Positions in Å, forces in eV/Å.

Record 7
DFT (ωB97M-V/def2-TZVPD) results for one molecule with the formula C5H8N2 in a non-equilibrium geometry.

The SMILES is [H]/N=C1/CN2C[C@@]12C.

```
15
Properties=species:S:1:pos:R:3:forces:R:3
C -1.4569 -1.0429 0.5305 0.1234 0.0413 -0.0102
C -0.3465 -0.1235 0.0563 -0.1435 -0.1011 0.1028
C -0.5236 1.3403 -0.0850 -0.0720 0.2826 -0.0111
N 0.3473 0.8320 0.9780 0.0588 0.2995 0.4412
C 1.6678 0.5441 0.3383 0.1728 0.0962 0.0128
C 0.9864 -0.3826 -0.6357 -0.3823 -0.0469 0.0544
N 1.2866 -1.0481 -1.6622 -0.4632 0.2619 0.5488
H -1.9775 -0.5474 1.3597 0.1627 -0.0326 -0.1651
H -1.0820 -1.9992 0.9102 0.0821 0.1630 -0.1046
H -2.2166 -1.2568 -0.2334 0.3266 0.1193 0.0043
H 0.3456 -1.3822 -1.8689 0.1981 -0.9066 -0.9781
H -0.0984 1.8331 -0.9606 0.0286 0.0119 0.2608
H -1.4358 1.7887 0.2970 0.0603 -0.1206 -0.0786
H 2.1765 1.4287 -0.0579 -0.0413 -0.1548 -0.0063
H 2.3269 0.0157 1.0336 -0.1112 0.0870 -0.0710
```
Positions in Å, forces in eV/Å.

Record 8
DFT (ωB97M-V/def2-TZVPD) results for one molecule with the formula C5H8N2 in a non-equilibrium geometry.

The SMILES is [H]/N=C/C(C)=C=CN.

```
15
Properties=species:S:1:pos:R:3:forces:R:3
C 1.0769 0.6589 1.6864 1.2599 0.0842 1.9671
C 0.5413 0.4060 0.3475 0.8678 0.9086 1.6483
C 1.3648 0.7127 -0.7758 -0.0192 0.3101 -2.0812
N 0.9213 0.4555 -1.9471 0.8043 0.1853 -0.0610
C -1.5967 -0.5275 -0.4891 -7.0613 3.0920 2.3553
N -2.1679 -1.6673 -0.9290 0.1582 -2.1967 -0.1499
C -0.6341 -0.0698 0.1612 2.3485 -0.9034 0.4485
H 1.1723 1.7232 1.9489 -0.1013 -0.0625 -0.3571
H 0.5048 0.2254 2.5149 -0.1283 -0.0735 -0.4154
H 2.0968 0.2566 1.7925 -0.1432 0.0561 -0.0581
H 2.3508 1.1458 -0.5937 0.0623 -0.0257 0.0688
H 1.6190 0.6919 -2.6491 -0.0077 0.0841 -0.0444
H -1.6334 -2.4412 -0.5582 0.0853 -0.5341 -0.4561
H -3.1185 -1.7935 -0.6020 0.1083 0.3044 -0.2965
H -2.4974 0.2233 0.0926 1.7664 -1.2291 -2.5685
```
Positions in Å, forces in eV/Å.

Record 9
DFT (ωB97M-V/def2-TZVPD) results for one molecule with the formula C5H8N2 in a non-equilibrium geometry.

```
15
Properties=species:S:1:pos:R:3:forces:R:3
C -2.5486 0.6733 0.1506 0.4370 0.3541 0.1397
C -1.4181 0.2797 -0.7642 1.1632 -0.0705 0.7276
C 1.3726 0.4023 -0.4368 -0.7939 -0.4163 0.2328
C 0.0431 1.0626 -0.7936 -2.6381 -1.5082 -0.3090
N -0.3377 2.1671 -1.1937 0.0419 -0.3118 -0.2911
N 1.2073 -0.4639 0.4637 -0.0521 -0.0416 -0.2677
C 2.2372 -1.3953 0.8264 0.2211 -0.1550 0.1189
H -2.2499 1.5553 0.6985 -0.1993 0.2338 0.3699
H -3.5111 0.8765 -0.3501 0.4885 -0.0071 -0.1267
H -2.7789 -0.1450 0.8668 0.3850 0.2542 -0.3304
H -1.8086 -0.6126 -1.3467 1.5917 1.3636 -0.4172
H 2.3492 0.5712 -0.9500 -0.8516 0.1918 0.0675
H 3.0150 -1.5304 0.0609 -0.0525 0.1274 0.1190
H 1.7313 -2.3504 0.9981 0.2763 0.0389 0.0159
H 2.6972 -1.0904 1.7702 -0.0173 -0.0532 -0.0491
```
Positions in Å, forces in eV/Å.

Record 10
DFT (ωB97M-V/def2-TZVPD) results for one molecule with the formula C5H8N2.

The SMILES is Cc1ccn(C)n1.

```
15
Properties=species:S:1:pos:R:3:forces:R:3
C -0.0765 1.3626 2.0600 0.0059 0.0639 0.0853
N -0.2568 0.5800 0.8594 -0.1823 -0.0083 0.0260
C -1.4144 0.1849 0.2844 0.1135 0.0221 0.0469
C -1.0703 -0.5763 -0.8104 0.0294 0.0108 -0.0436
C 0.3425 -0.5807 -0.8136 0.0723 -0.0072 -0.0215
C 1.2778 -1.1901 -1.8132 0.0043 0.0032 -0.0784
N 0.8215 0.1164 0.2113 -0.1785 -0.0488 -0.1552
H -0.9923 1.9216 2.2675 0.1472 -0.0952 -0.0352
H 0.7489 2.0570 1.8944 -0.1241 -0.0603 0.0705
H 0.1609 0.7203 2.9135 -0.0324 0.0855 -0.1051
H -2.3756 0.4744 0.6900 0.1834 -0.0517 -0.0639
H -1.7373 -1.0496 -1.5172 0.1049 0.0698 0.1075
H 1.6682 -0.4209 -2.4903 -0.0813 -0.1377 0.0889
H 0.7685 -1.9460 -2.4182 0.0736 0.1057 0.1079
H 2.1347 -1.6538 -1.3175 -0.1358 0.0482 -0.0300
```
Positions in Å, forces in eV/Å.

Record 11
DFT (ωB97M-V/def2-TZVPD) results for a 2-piece molecular cluster, C5H8N2 overall.

```
15
Properties=species:S:1:pos:R:3:forces:R:3
C -2.9996 -0.4960 -0.0184 0.1752 -0.0199 0.2371
N -1.1540 0.3045 -0.5479 -0.1558 -0.1307 -0.0217
C -0.0700 -0.5300 -0.6373 0.0541 0.0469 0.0621
C 0.9757 0.1016 -0.0234 -0.1358 -0.0424 -0.0516
C 2.3890 -0.3678 0.1469 0.0554 -0.0211 0.0008
C 0.4075 1.3375 0.4181 -0.0247 0.0715 0.0095
N -0.8621 1.4547 0.1010 0.2035 -0.0709 0.0383
H -2.0679 0.2094 -1.0775 0.1042 0.0576 -0.0703
H -3.0970 0.2142 0.8192 0.0102 -0.1037 -0.1202
H -2.5629 -1.4093 0.4216 -0.0408 0.1380 -0.0697
H -0.1501 -1.4893 -1.1314 0.0468 0.1470 0.0807
H 3.0953 0.3187 -0.3333 -0.1222 -0.0903 0.0667
H 2.5335 -1.3566 -0.2982 -0.0500 0.1456 0.0665
H 2.6657 -0.4334 1.2050 -0.0701 0.0134 -0.1511
H 0.8970 2.1420 0.9556 -0.0501 -0.1409 -0.0770
```
Positions in Å, forces in eV/Å.

Record 12
DFT (ωB97M-V/def2-TZVPD) results for one molecule with the formula C5H8N2.

The SMILES is Cc1c[nH]c(N)c1.

```
15
Properties=species:S:1:pos:R:3:forces:R:3
C -2.3751 -0.2147 0.0095 -0.1612 -0.0190 0.0099
C -0.9166 0.1160 0.1154 0.0558 0.1143 -0.1347
C -0.3216 1.3364 -0.0774 -0.2133 -0.0226 0.0807
N 1.0431 1.1568 -0.0465 0.1128 -0.0898 -0.0796
C 1.3256 -0.1673 0.1293 -0.1560 0.1611 -0.0126
N 2.6702 -0.5965 0.0941 -0.0310 -0.1954 -0.1167
C 0.1344 -0.8362 0.2673 0.1316 -0.0569 -0.0785
H -2.5376 -1.2780 0.2040 0.0022 0.1180 0.0492
H -2.9981 0.3543 0.7052 0.0868 -0.0415 -0.0231
H -2.7507 -0.0186 -1.0016 0.0577 -0.0061 0.1459
H -0.7546 2.3133 -0.2287 0.0462 -0.0778 -0.0221
H 1.7384 1.8785 -0.1432 -0.0838 -0.1227 0.0546
H 2.7189 -1.5608 0.4038 0.0864 0.1345 0.0605
H 3.0020 -0.5841 -0.8684 0.0588 0.0071 0.1835
H 0.0218 -1.8990 0.4372 0.0071 0.0969 -0.1169
```
Positions in Å, forces in eV/Å.

Electronic energy
In order: -249.52413 -304.73385 -304.75546 -304.66191 -304.76185 -304.65322 -304.74131 -304.68437 -304.64819 -304.81849 -304.65288 -304.82927
Unit: a.u.
Energy relative to the best compared isomer or geometry (same formula, charge and spin)
In order: 451.4 266.9 210.1 455.7 193.3 478.6 247.3 396.8 491.8 44.6 479.5 16.4
Unit: kJ/mol